Entry 1:
This record from the OMol25 dataset describes a cluster of 2 separate species, C3H5BrFNO in total at a distorted geometry. The level of theory is ωB97M-V with the def2-TZVPD basis set.

ORCA input file:
```
! wB97M-V def2-TZVPD RIJCOSX def2/J DEFGRID3
* xyz 0 1
C -0.655 -1.730 -0.330
C -1.722 0.243 0.756
C 1.197 1.076 -0.791
N -0.958 -0.927 0.502
O -0.278 -2.676 -0.898
F 1.950 1.847 -1.564
Br 2.669 -0.230 0.267
H -1.144 1.292 0.490
H -2.663 0.339 0.120
H -1.914 0.329 1.849
H 1.013 1.830 0.149
H 2.504 -1.392 -0.551
*
```

- Frontier orbital gap: 9.0 eV
- Total energy: -79484.884 eV
- Molar mass: 169.981 g/mol
- ΔE to the lowest compared entry with this formula, charge and spin: 0.000 eV
- Largest force on an atom: 0.067 Eh/bohr

Entry 2:
This record from the OMol25 dataset describes the ion C5H4IN2 with charge +1 at a distorted geometry. The level of theory is ωB97M-V with the def2-TZVPD basis set.

ORCA input file:
```
! wB97M-V def2-TZVPD RIJCOSX def2/J DEFGRID3
* xyz 1 1
C 2.842 -1.265 0.041
C 1.612 -1.256 0.149
C -0.879 1.440 0.085
C 0.362 -1.175 -0.078
C -1.568 0.213 0.132
N 0.394 1.464 -0.021
N -0.896 -0.962 0.099
I -3.610 0.118 0.275
H 3.805 -1.265 -0.266
H -1.627 2.234 -0.148
H 1.120 2.154 -0.010
H -1.555 -1.700 -0.258
*
```

- Frontier orbital gap (alpha / beta): 6.5 / 6.6 eV
- Total energy: -16316.524 eV
- Molar mass: 219.005 g/mol
- ΔE to the lowest compared entry with this formula, charge and spin: 5.417 eV
- Largest force on an atom: 0.059 Eh/bohr

Entry 3:
This record from the OMol25 dataset describes a cluster of 2 separate species, C20H17F6N7O6 in total at a distorted geometry. The level of theory is ωB97M-V with the def2-TZVPD basis set.

ORCA input file:
```
! wB97M-V def2-TZVPD RIJCOSX def2/J DEFGRID3
* xyz 0 1
O 2.443 3.358 2.306
C 3.081 3.880 1.397
N 4.452 4.097 1.426
C 5.233 3.674 2.579
C 5.669 2.195 2.455
C 7.052 1.999 1.755
C 7.779 0.927 2.596
C 7.047 0.904 3.952
N 5.800 1.560 3.699
N 2.544 4.300 0.176
C 1.286 3.993 -0.345
C 1.148 3.989 -1.749
C -0.052 3.611 -2.333
C -0.152 3.511 -3.835
F -1.300 4.086 -4.311
F 0.894 4.113 -4.474
F -0.166 2.198 -4.238
C -1.158 3.298 -1.552
C -1.048 3.403 -0.167
C -2.306 3.250 0.653
F -2.055 3.215 1.994
F -3.155 4.310 0.430
F -3.005 2.116 0.338
C 0.162 3.720 0.447
H 4.767 4.932 0.946
H 6.143 4.291 2.616
H 4.650 3.815 3.503
H 4.894 1.627 1.894
H 6.909 1.694 0.714
H 7.624 2.938 1.776
H 7.648 -0.056 2.132
H 8.849 1.133 2.697
H 6.854 -0.114 4.321
H 7.659 1.427 4.712
H 5.139 1.730 4.452
H 3.231 4.656 -0.480
H 1.999 4.248 -2.372
H -2.092 3.009 -2.022
H 0.238 3.777 1.528
O -0.459 -0.466 2.197
N 0.691 0.001 2.374
O 1.298 0.666 1.511
C 1.310 -0.189 3.665
C 0.467 -0.661 4.694
C 0.694 -0.274 6.006
N -0.152 -0.746 7.090
O 0.160 -0.472 8.263
O -1.152 -1.430 6.794
C 1.794 0.659 6.245
N 1.806 1.666 7.150
O 2.871 2.457 6.761
N 3.522 1.982 5.597
C 2.767 0.900 5.231
C 2.549 0.431 3.929
H -0.405 -1.266 4.451
H 3.286 0.665 3.156
*
```

- Frontier orbital gap: 5.9 eV
- Total energy: -60028.359 eV
- Molar mass: 565.387 g/mol
- ΔE to the lowest compared entry with this formula, charge and spin: 0.630 eV
- SMILES string: O=C(NC[C@H]1CCCN1)Nc1cc(C(F)(F)F)cc(C(F)(F)F)c1.O=[N+]([O-])c1cc([N+](=O)[O-])c2nonc2c1
- Largest force on an atom: 0.065 Eh/bohr

Entry 4:
This record from the OMol25 dataset describes the molecule C3H6O2S at a distorted geometry. The level of theory is ωB97M-V with the def2-TZVPD basis set.

ORCA input file:
```
! wB97M-V def2-TZVPD RIJCOSX def2/J DEFGRID3
* xyz 0 1
O -1.736 1.332 -0.429
C -1.521 0.172 -0.078
O -2.650 -0.541 0.524
C -0.236 -0.581 -0.089
C 0.996 0.401 0.009
S 2.631 -0.396 -0.006
H -3.238 0.191 0.781
H -0.200 -1.404 0.636
H -0.161 -1.086 -1.053
H 0.931 0.947 0.892
H 1.018 1.010 -0.925
H 4.166 -0.047 -0.260
*
```

- Frontier orbital gap: 8.7 eV
- Total energy: -18136.429 eV
- Molar mass: 106.146 g/mol
- ΔE to the lowest compared entry with this formula, charge and spin: 2.518 eV
- SMILES string: O=C(O)CCS
- Largest force on an atom: 0.088 Eh/bohr

Entry 5:
This record from the OMol25 dataset describes a structure of composition C4H52B11Ca3O at a distorted geometry. The level of theory is ωB97M-V with the def2-TZVPD basis set.

ORCA input file:
```
! wB97M-V def2-TZVPD RIJCOSX def2/J DEFGRID3
* xyz -5 1
Ca 1.122 -2.394 5.947
Ca 8.120 0.877 3.547
Ca 4.418 -6.837 1.676
B 9.482 -1.324 7.516
H 9.233 -2.373 7.546
H 8.595 -0.730 7.359
H 9.972 -1.050 8.437
H 10.174 -1.088 6.722
B 5.254 -2.662 4.078
H 4.744 -3.573 4.349
H 6.326 -2.784 4.070
H 4.947 -2.437 3.069
H 4.930 -1.883 4.750
B -0.938 1.371 5.553
H -0.157 1.222 4.823
H -1.533 2.239 5.317
H -1.500 0.451 5.597
H -0.512 1.472 6.539
B 3.009 -3.637 9.698
H 3.187 -3.916 10.725
H 3.868 -3.597 9.046
H 2.240 -4.291 9.317
H 2.636 -2.625 9.660
B 2.489 -9.485 4.710
H 3.075 -10.386 4.609
H 3.056 -8.606 4.974
H 1.966 -9.318 3.782
H 1.835 -9.662 5.550
B 4.575 3.333 6.304
H 4.461 2.886 5.329
H 3.767 3.049 6.960
H 5.500 3.021 6.764
H 4.522 4.384 6.066
B 11.892 -0.343 1.474
H 12.594 -1.128 1.710
H 11.780 0.380 2.266
H 12.269 0.200 0.621
H 10.908 -0.707 1.222
B 0.319 -4.708 2.185
H 0.907 -5.002 3.040
H 0.336 -3.630 2.143
H 0.793 -5.158 1.326
H -0.681 -5.114 2.201
B 6.732 3.324 0.272
H 5.993 2.564 0.475
H 6.602 4.140 0.966
H 7.759 3.016 0.393
H 6.666 3.675 -0.747
B 8.118 -8.993 2.253
H 7.466 -9.811 1.989
H 7.772 -8.557 3.178
H 9.124 -9.331 2.448
H 8.075 -8.296 1.431
B 7.409 -7.915 9.074
H 7.260 -7.449 8.112
H 7.281 -8.985 9.142
H 8.448 -7.775 9.329
H 6.723 -7.487 9.788
C 6.940 -2.128 -3.187
C 5.507 -2.007 -3.546
C 4.756 -2.885 -2.526
O 5.849 -3.719 -1.925
C 7.008 -3.592 -2.717
H 7.235 -1.505 -2.343
H 7.726 -2.038 -3.937
H 5.182 -2.289 -4.547
H 5.147 -0.986 -3.418
H 4.132 -3.674 -2.946
H 4.228 -2.306 -1.768
H 6.980 -4.351 -3.499
H 7.952 -3.678 -2.177
*
```

- Frontier orbital gap: 1.1 eV
- Total energy: -69746.955 eV
- Molar mass: 355.625 g/mol
- ΔE to the lowest compared entry with this formula, charge and spin: 14.409 eV
- Largest force on an atom: 0.099 Eh/bohr

Entry 6:
This record from the OMol25 dataset describes a structure of composition C13H11F5N7O8PbS at a distorted geometry. The level of theory is ωB97M-V with the def2-TZVPD basis set.

ORCA input file:
```
! wB97M-V def2-TZVPD RIJCOSX def2/J DEFGRID3
* xyz -1 1
Pb -9.597 -11.018 -3.172
O -11.462 -9.485 0.316
C -12.074 -9.795 -0.777
O -12.105 -9.168 -1.814
C -12.740 -11.187 -0.709
O -11.728 -12.078 -1.178
C -12.202 -13.148 -1.979
C -12.407 -12.784 -3.475
O -13.296 -13.366 -4.098
O -11.610 -11.893 -3.965
H -10.843 -8.707 0.160
H -12.966 -11.393 0.332
H -13.595 -11.267 -1.369
H -11.486 -13.970 -1.968
H -13.148 -13.489 -1.587
N -12.247 -8.959 -4.760
N -11.999 -9.398 -6.110
C -10.931 -10.019 -6.627
N -10.923 -10.438 -7.881
N -9.881 -10.199 -5.791
N -8.713 -10.757 -6.227
O -7.856 -10.787 -5.352
O -8.521 -11.124 -7.387
H -12.303 -9.823 -4.178
H -11.434 -8.452 -4.369
H -12.825 -9.433 -6.700
H -11.779 -10.371 -8.442
H -10.113 -10.882 -8.208
F -9.747 -18.273 -3.027
C -9.442 -16.938 -3.027
C -8.668 -16.410 -2.051
F -8.157 -17.158 -1.045
C -8.251 -15.081 -2.086
F -7.450 -14.652 -1.101
C -8.719 -14.216 -3.097
O -8.414 -12.937 -3.069
C -9.499 -14.777 -4.116
F -9.823 -13.977 -5.132
C -9.887 -16.106 -4.065
F -10.597 -16.601 -5.108
S -9.064 -7.438 -3.292
C -9.276 -7.523 -1.676
N -9.396 -7.635 -0.535
N -5.328 -12.188 -0.393
C -4.718 -12.695 0.481
H -5.757 -11.884 -1.244
*
```

- Frontier orbital gap: 7.4 eV
- Total energy: -70138.680 eV
- Molar mass: 727.529 g/mol
- ΔE to the lowest compared entry with this formula, charge and spin: 0.024 eV
- Largest force on an atom: 0.058 Eh/bohr